Entry 1:
Formula: C3H7NO2S
Source: the Open Molecules 2025 dataset
Level of theory: ωB97M-V/def2-TZVPD

Calculated values
LUMO energy = 0.622 eV
E_HOMO = -9.05 eV
E = -721.9238 Eh

Geometry (Å):
O (1.04151, -0.73921, -1.79777)
C (0.27307, -1.37035, -1.18784)
O (-0.17922, -2.64798, -1.32311)
N (-0.32581, -1.01137, 0.00583)
C (-0.64563, 0.34411, 0.44146)
C (0.64957, 1.17093, 0.70241)
S (0.30960, 2.98736, 0.46961)
H (0.46001, -2.90096, -2.06793)
H (-0.71618, -1.87976, 0.49180)
H (-1.16192, 0.36148, 1.43090)
H (-1.28089, 0.78614, -0.30644)
H (1.45178, 0.91914, -0.02408)
H (0.86185, 1.08478, 1.86030)
H (-0.73774, 2.89568, 1.30487)

These are the natural (NBO) partial charges, in e, on atoms 1 to 6: atom 1 (O): -0.609, atom 2 (C): 0.878, atom 3 (O): -0.690, atom 4 (N): -0.672, atom 5 (C): -0.234, atom 6 (C): -0.512

***

Entry 2:
Formula: C3H11NS2
Source: the Open Molecules 2025 dataset
Level of theory: ωB97M-V/def2-TZVPD

Calculated values
LUMO energy (alpha / beta) = 3.540 / 3.515 eV
net charge = -1
E_HOMO (alpha / beta) = -0.11 / -3.31 eV
E = -971.9692 Eh
multiplicity = 2

Geometry (Å):
C (-1.68017, 1.26880, -0.66010)
S (-0.63388, -0.10557, -1.29672)
S (0.93806, 1.27377, -2.10652)
H (-1.19708, 2.23742, -0.79370)
H (-2.73474, 1.19895, -0.89575)
H (-1.54229, 1.23942, 0.42999)
H (0.31695, 1.21750, -3.30214)
C (0.22045, -2.41006, 2.65129)
N (0.56052, -1.27091, 1.85842)
C (0.45469, 0.00443, 2.55607)
H (-0.19408, -3.23863, 2.05308)
H (-0.70508, -2.27031, 3.23077)
H (0.97430, -2.71625, 3.36616)
H (1.38501, -1.34863, 1.28772)
H (-0.61713, 0.22717, 2.60448)
H (0.89739, -0.03017, 3.57008)
H (0.87600, 0.79168, 1.92836)

These are the natural (NBO) partial charges, in e, on atoms 1 to 6: atom 1 (C): -0.762, atom 2 (S): -0.303, atom 3 (S): -0.619, atom 4 (H): 0.211, atom 5 (H): 0.192, atom 6 (H): 0.183

***

Repeat the second record exactly.
Formula: C3H11NS2
Source: the Open Molecules 2025 dataset
Level of theory: ωB97M-V/def2-TZVPD

Calculated values
LUMO energy (alpha / beta) = 3.540 / 3.515 eV
net charge = -1
E_HOMO (alpha / beta) = -0.11 / -3.31 eV
E = -971.9692 Eh
multiplicity = 2

Geometry (Å):
C (-1.68017, 1.26880, -0.66010)
S (-0.63388, -0.10557, -1.29672)
S (0.93806, 1.27377, -2.10652)
H (-1.19708, 2.23742, -0.79370)
H (-2.73474, 1.19895, -0.89575)
H (-1.54229, 1.23942, 0.42999)
H (0.31695, 1.21750, -3.30214)
C (0.22045, -2.41006, 2.65129)
N (0.56052, -1.27091, 1.85842)
C (0.45469, 0.00443, 2.55607)
H (-0.19408, -3.23863, 2.05308)
H (-0.70508, -2.27031, 3.23077)
H (0.97430, -2.71625, 3.36616)
H (1.38501, -1.34863, 1.28772)
H (-0.61713, 0.22717, 2.60448)
H (0.89739, -0.03017, 3.57008)
H (0.87600, 0.79168, 1.92836)

These are the natural (NBO) partial charges, in e, on atoms 1 to 6: atom 1 (C): -0.762, atom 2 (S): -0.303, atom 3 (S): -0.619, atom 4 (H): 0.211, atom 5 (H): 0.192, atom 6 (H): 0.183

***

> E of number 1 (C3H7NO2S)?

-721.9238 Eh

***

> Look up the E of the first one.

-721.9238 Eh